Density functional theory data (wB97M-V/def2-TZVPD) for a cluster of 2 separate species, C33H30NO2 in total at a distorted geometry.

Computed properties:
Kohn-Sham gap (eV): 4.9
Total charge: +1
2S+1: 1
E_tot (eV): -40285.36409
Relative energy (zero: lowest compared OMol25 entry of this formula, charge and spin) (eV): 0.000

Structure (XYZ):
```
66
Properties=species:S:1:pos:R:3:mulliken_charge:R:1
C 1.80 -1.50 0.90 -0.98
C 0.39 -1.16 1.29 0.68
N 0.27 -0.52 2.50 0.07
C -0.95 -0.24 3.11 0.43
C -0.72 0.47 4.43 0.35
C -0.99 -0.09 5.64 -0.61
C -0.50 0.51 6.91 -0.77
C 0.74 1.39 6.68 -1.11
C 0.57 2.29 5.49 0.63
C 1.09 3.59 5.47 -0.60
C 0.97 4.40 4.34 -0.69
C 0.37 3.88 3.18 -0.60
C -0.13 2.58 3.17 -0.51
C -0.09 1.79 4.34 0.51
C -2.16 -0.54 2.57 -1.35
O -0.62 -1.45 0.63 -0.57
H 2.10 -2.39 1.47 0.35
H 1.84 -1.73 -0.16 0.11
H 2.49 -0.67 1.12 0.37
H 1.14 -0.29 2.98 0.33
H -1.56 -1.02 5.69 0.42
H -1.29 1.11 7.39 0.27
H -0.27 -0.28 7.64 0.40
H 0.97 1.97 7.58 0.38
H 1.61 0.74 6.50 0.33
H 1.58 4.00 6.36 0.37
H 1.32 5.44 4.36 0.38
H 0.28 4.50 2.30 0.42
H -0.59 2.17 2.26 0.36
H -3.05 -0.31 3.16 0.33
H -2.27 -1.06 1.63 0.39
C 0.50 -5.02 -6.93 -0.49
C 1.11 -3.77 -6.76 -0.54
C 1.45 -3.32 -5.48 -0.28
C 1.20 -4.15 -4.39 0.41
O 1.53 -3.73 -3.09 -0.50
C 0.85 -2.59 -2.66 0.12
C -0.43 -2.74 -2.12 -0.88
C -1.11 -1.61 -1.75 -0.53
C -0.59 -0.30 -1.97 0.88
C -1.31 0.80 -1.46 -0.66
C -1.24 2.12 -2.00 0.78
C -1.77 3.22 -1.25 -0.38
C -1.67 4.52 -1.73 -0.74
C -1.06 4.79 -2.96 -0.32
C -0.55 3.73 -3.73 -0.81
C -0.67 2.42 -3.28 -0.22
C 0.73 -0.20 -2.52 -0.07
C 1.44 -1.33 -2.86 -0.81
C 0.57 -5.39 -4.53 -0.32
C 0.20 -5.81 -5.81 -0.42
H 0.25 -5.36 -7.94 0.39
H 1.31 -3.12 -7.61 0.35
H 1.92 -2.35 -5.32 0.38
H -0.83 -3.74 -1.97 0.46
H -2.10 -1.72 -1.32 0.36
H -2.02 0.60 -0.65 0.41
H -2.23 3.01 -0.28 0.39
H -2.10 5.33 -1.14 0.41
H -1.00 5.82 -3.33 0.41
H -0.06 3.93 -4.69 0.38
H -0.34 1.60 -3.92 0.64
H 1.20 0.78 -2.62 0.74
H 2.45 -1.27 -3.28 0.61
H 0.36 -5.98 -3.63 0.43
H -0.33 -6.76 -5.92 0.36
```

Density functional theory data (wB97M-V/def2-TZVPD) for a structure of composition C36H31InNPSSbSe2Te2.

Computed properties:
Kohn-Sham gap (spin up / spin down) (eV): 5.7 / 5.8
Total charge: +1
2S+1: 1
E_tot (eV): -216434.33009
Relative energy (zero: lowest compared OMol25 entry of this formula, charge and spin) (eV): 3.022

Structure (XYZ):
```
76
Properties=species:S:1:pos:R:3:mulliken_charge:R:1
In 2.97 0.69 -3.20 0.57
N 0.79 2.00 -2.69 -0.35
C 1.00 2.80 -0.09 0.36
C 0.03 3.65 0.41 -0.59
C -0.55 3.39 1.64 -0.73
C -0.15 2.27 2.36 -0.42
C 0.83 1.42 1.86 -0.72
C 1.43 1.68 0.63 0.47
P 2.63 0.53 -0.13 0.70
C 2.77 -0.84 1.06 0.02
C 3.49 -0.70 2.25 -0.08
C 3.58 -1.76 3.13 -0.73
C 2.96 -2.97 2.83 -0.65
C 2.24 -3.11 1.66 -0.57
C 2.14 -2.05 0.77 -0.10
C 4.24 1.37 0.05 0.46
C 4.40 2.64 0.60 -0.37
C 5.66 3.22 0.66 -0.75
C 6.77 2.53 0.18 -0.46
C 6.62 1.26 -0.36 -0.77
C 5.36 0.69 -0.43 -0.29
H 0.09 2.50 -3.23 0.29
H 0.31 1.33 -2.10 -0.05
H -0.27 4.52 -0.17 0.50
H -1.32 4.04 2.03 0.47
H -0.61 2.06 3.32 0.41
H 1.12 0.55 2.43 0.40
H 3.99 0.23 2.47 0.49
H 4.15 -1.66 4.05 0.43
H 3.04 -3.80 3.52 0.42
H 1.76 -4.05 1.42 0.54
H 1.58 -2.17 -0.15 -0.09
H 3.55 3.18 0.98 0.39
H 5.78 4.20 1.08 0.43
H 7.75 2.98 0.24 0.40
H 7.48 0.72 -0.72 0.43
H 5.24 -0.31 -0.84 0.39
Se 0.74 -1.70 -2.89 -0.11
Te -0.74 -2.71 -4.44 0.27
Te 0.34 -1.98 -6.87 0.17
Se 2.28 -0.81 -6.21 -0.21
S 1.70 3.11 -1.70 0.00
Sb -1.69 -0.10 -0.59 0.59
C -1.49 -1.77 0.72 0.44
C -1.41 -1.54 2.09 -0.55
C -1.21 -2.59 2.97 -0.85
C -1.08 -3.89 2.49 -0.59
C -1.14 -4.13 1.13 -0.78
C -1.33 -3.07 0.24 -0.16
C -3.25 0.93 0.45 0.83
C -3.45 2.26 0.11 -0.79
C -4.47 3.00 0.69 -0.61
C -5.28 2.42 1.65 -0.53
C -5.09 1.09 2.00 -0.59
C -4.08 0.34 1.40 -0.42
C -2.95 -0.92 -2.11 0.58
C -3.69 -2.09 -2.00 -0.18
C -4.49 -2.52 -3.06 -0.70
C -4.58 -1.77 -4.22 -0.53
C -3.87 -0.59 -4.33 -0.59
C -3.05 -0.17 -3.29 -0.83
H -1.52 -0.54 2.48 0.55
H -1.15 -2.40 4.04 0.46
H -0.94 -4.71 3.18 0.42
H -1.04 -5.13 0.75 0.43
H -1.35 -3.27 -0.82 0.35
H -2.81 2.74 -0.63 0.35
H -4.62 4.04 0.41 0.42
H -6.07 2.99 2.12 0.40
H -5.73 0.62 2.74 0.43
H -3.96 -0.70 1.67 0.43
H -3.66 -2.67 -1.09 0.44
H -5.06 -3.44 -2.95 0.43
H -5.22 -2.10 -5.03 0.40
H -3.94 0.01 -5.23 0.44
H -2.49 0.75 -3.40 0.29
```

Density functional theory data (wB97M-V/def2-TZVPD) for a cluster of 2 separate species, C5H9NO2Si in total at a distorted geometry.

Computed properties:
SMILES: C[SiH2]N=C=O.C=CC=O
Kohn-Sham gap (eV): 10.3
2S+1: 1
E_tot (eV): -18792.50795
Relative energy (zero: lowest compared OMol25 entry of this formula, charge and spin) (eV): 1.938

Structure (XYZ):
```
18
Properties=species:S:1:pos:R:3:mulliken_charge:R:1
C 3.41 0.46 -0.01 -1.00
Si 1.66 0.25 -0.72 0.30
N 1.00 1.68 0.06 -0.25
C 0.27 2.45 0.57 0.62
O -0.30 3.29 1.14 -0.46
H 3.59 0.16 0.98 0.35
H 4.13 -0.19 -0.48 0.35
H 3.70 1.50 -0.30 0.28
H 1.56 0.49 -2.32 -0.05
H 0.68 -0.81 -0.26 -0.09
C -2.97 -0.05 0.17 -0.70
C -2.06 -0.97 0.42 0.05
C -2.23 -2.45 0.06 0.01
O -3.13 -2.90 -0.58 -0.46
H -4.01 -0.32 -0.20 0.21
H -2.87 1.00 0.17 0.31
H -1.03 -0.58 0.82 0.20
H -1.39 -3.01 0.47 0.33
```

Density functional theory data (wB97M-V/def2-TZVPD) for the ion C5H12NO with charge -1 at a distorted geometry.

Computed properties:
SMILES: CCCNCC[O-]
Kohn-Sham gap (eV): 5.5
Total charge: -1
2S+1: 1
E_tot (eV): -8915.18338
Relative energy (zero: lowest compared OMol25 entry of this formula, charge and spin) (eV): 1.880

Structure (XYZ):
```
19
Properties=species:S:1:pos:R:3:mulliken_charge:R:1
C -2.63 0.31 -0.12 -1.05
C -1.51 1.20 0.35 -0.45
C -0.16 0.52 0.53 -0.53
N 0.23 -0.19 -0.78 -0.32
C 1.73 -0.38 -0.82 -0.59
C 2.38 -1.00 0.43 -0.28
O 3.56 -1.63 0.01 -0.91
H -3.01 -0.30 0.72 0.26
H -3.47 0.92 -0.55 0.30
H -2.56 -0.46 -0.91 0.29
H -1.29 2.02 -0.39 0.27
H -1.77 1.79 1.22 0.35
H -0.16 -0.37 1.25 0.28
H 0.61 1.19 0.96 0.34
H -0.32 -0.95 -1.14 0.26
H 2.20 0.57 -1.12 0.18
H 1.79 -1.17 -1.59 0.36
H 2.59 -0.19 1.17 0.12
H 1.78 -1.87 0.78 0.13
```

- Among the records above, which one has the lowest relative energy (zero: lowest compared OMol25 entry of this formula, charge and spin)?
  C33H30NO2

- What is the 2S+1 in the first record?
  1